(1)
{
  "formula": "C34H38Cl2MnN2PSe",
  "method": "wB97M-V/def2-TZVPD",
  "symbols": ["H", "C", "C", "C", "Se", "C", "H", "C", "H", "C", "H", "C", "C", "C", "H", "H", "H", "C", "C", "C", "H", "C", "H", "C", "H", "C", "H", "Mn", "H", "H", "H", "C", "C", "H", "H", "C", "C", "H", "C", "H", "C", "H", "H", "C", "C", "N", "H", "H", "H", "H", "H", "C", "C", "Cl", "H", "C", "C", "Cl", "H", "H", "C", "C", "H", "H", "C", "P", "C", "H", "H", "H", "C", "C", "H", "N", "C", "H", "H", "H", "H"],
  "positions_angstrom": [[3.589, 2.518, -1.343], [-0.409, -3.120, 2.303], [2.157, 3.942, -2.181], [2.403, -2.461, -0.124], [-0.252, 0.973, -0.638], [1.937, 3.914, 3.295], [-2.192, 2.899, 3.441], [2.513, 2.673, -1.425], [-0.711, -7.184, -4.224], [-3.262, -2.010, 0.422], [-0.978, 1.210, 2.042], [0.422, -6.053, -2.797], [1.676, 3.305, 2.069], [-1.238, -5.095, 1.281], [2.265, 4.801, -4.132], [2.627, 4.804, -1.699], [-2.627, 4.617, 1.642], [-3.095, 2.666, 0.875], [-1.890, -5.632, -3.336], [-3.688, -0.522, -1.892], [-1.549, -5.645, 0.402], [-4.405, -1.228, 0.298], [4.753, 5.553, 2.328], [-0.726, -6.364, -3.518], [4.366, 3.764, -4.882], [-1.273, -5.708, 2.526], [1.328, -6.627, -2.939], [0.826, -1.200, -0.256], [-1.611, -6.732, 2.609], [-1.832, -1.314, -2.588], [4.424, 2.706, -3.492], [0.401, -5.003, -1.897], [-2.544, -1.292, -1.768], [-2.780, -5.880, -3.899], [-0.110, -3.142, 4.423], [-2.105, 3.681, 1.437], [3.889, 4.910, 2.236], [2.026, 3.075, -4.148], [2.578, 3.876, -3.647], [4.640, 4.446, -3.286], [-4.615, -0.487, -0.855], [-2.611, 1.747, 0.534], [-0.064, 1.692, 3.471], [0.887, 2.068, 0.398], [-0.874, -5.010, 3.656], [1.979, 2.697, -0.052], [-3.110, -2.592, 1.322], [2.079, 1.808, -1.925], [-0.897, 4.043, 3.196], [-3.858, 0.052, -2.793], [-3.834, 2.388, 1.631], [-0.811, -3.775, 1.146], [-0.431, -3.696, 3.553], [0.160, -1.428, 2.216], [-2.833, -4.013, -2.291], [-2.327, -2.038, -0.608], [3.054, 4.720, 3.354], [3.028, -0.846, -0.615], [-1.344, 3.933, 0.688], [3.298, 5.217, 4.283], [-1.431, 3.218, 2.724], [-1.921, -4.579, -2.430], [1.076, 4.087, -2.102], [2.579, -3.198, -0.894], [3.634, 4.293, 1.030], [-0.798, -2.980, -0.476], [2.504, 3.481, 0.979], [4.282, 4.436, 0.176], [-3.640, 3.075, 0.024], [-5.509, 0.115, -0.951], [4.080, 3.684, -3.834], [-0.480, 2.047, 2.527], [1.308, 3.765, 4.161], [0.670, 2.414, 1.673], [-0.771, -4.267, -1.712], [2.740, -2.718, 0.873], [-5.133, -1.209, 1.098], [1.292, -4.778, -1.326], [-0.900, -5.485, 4.628]],
  "forces_ev_per_angstrom": [[0.0, 0.1, 0.0], [0.2, 0.4, 0.0], [0.0, 0.1, 0.0], [0.0, 0.4, -0.2], [-0.1, -0.1, -0.2], [0.0, 0.0, 0.0], [0.0, 0.0, 0.0], [-0.1, -0.1, 0.3], [0.0, 0.0, 0.0], [0.0, 0.1, 0.1], [0.0, 0.0, 0.0], [-0.1, 0.0, 0.0], [-0.3, -0.2, 0.3], [-0.1, -0.1, 0.0], [0.0, 0.0, 0.0], [0.0, 0.0, 0.0], [0.0, 0.0, 0.0], [-0.1, -0.1, 0.0], [0.0, 0.0, 0.0], [0.0, 0.0, 0.1], [0.0, 0.0, 0.0], [0.1, 0.0, -0.1], [0.0, 0.0, 0.0], [0.0, 0.0, 0.0], [-0.1, 0.0, 0.0], [0.0, 0.1, -0.1], [0.0, 0.0, 0.0], [-0.5, -0.2, 0.0], [0.0, 0.0, 0.0], [0.0, 0.0, 0.0], [0.0, 0.0, 0.0], [0.0, -0.1, -0.1], [0.0, 0.1, -0.1], [0.0, 0.0, 0.0], [0.0, 0.0, 0.0], [0.0, 0.0, 0.0], [-0.1, 0.0, 0.1], [0.0, 0.0, 0.0], [0.0, 0.0, 0.0], [0.0, 0.0, 0.0], [0.0, 0.0, 0.0], [-0.1, 0.1, 0.1], [0.0, 0.0, 0.0], [0.0, 0.1, -0.1], [0.0, 0.0, 0.0], [0.2, 0.0, -0.1], [0.0, 0.0, 0.0], [0.0, 0.0, 0.0], [0.0, 0.1, 0.0], [0.0, 0.0, 0.0], [0.0, 0.0, 0.0], [0.0, -0.1, 0.0], [0.0, -0.1, 0.0], [-0.1, -0.3, 0.2], [0.0, 0.0, 0.0], [-0.1, -0.1, 0.0], [0.1, 0.0, -0.1], [0.7, -0.3, 0.2], [0.0, 0.0, 0.0], [0.0, 0.0, 0.0], [-0.1, 0.0, 0.1], [0.0, -0.1, -0.1], [0.0, 0.0, 0.0], [0.1, 0.1, -0.1], [0.0, 0.0, 0.0], [0.0, 0.4, 0.3], [0.1, -0.1, -0.4], [0.0, 0.0, 0.0], [0.0, 0.0, 0.0], [0.0, 0.0, 0.0], [0.1, 0.0, 0.0], [0.3, 0.0, -0.2], [0.0, 0.0, 0.0], [0.0, 0.1, 0.4], [0.1, 0.0, 0.0], [0.0, 0.0, 0.0], [0.0, 0.0, 0.0], [0.0, 0.0, 0.0], [0.0, 0.0, 0.0]],
  "lowdin_charge": [0.126, -0.562, -0.182, -0.508, 0.792, 0.012, 0.128, -0.168, 0.121, -0.061, 0.058, -0.047, -0.132, -0.045, 0.115, 0.117, 0.117, -0.117, -0.042, -0.054, 0.120, -0.045, 0.119, -0.038, 0.080, -0.031, 0.119, 0.192, 0.124, 0.115, 0.066, -0.089, -0.151, 0.120, 0.120, -0.240, -0.043, 0.112, -0.247, 0.082, -0.047, -0.007, 0.129, -0.588, -0.028, -0.004, 0.110, 0.076, 0.109, 0.121, 0.084, -0.372, -0.076, 0.759, 0.111, -0.398, -0.043, 0.675, 0.103, 0.119, -0.173, -0.064, 0.121, 0.016, 0.015, 1.035, -0.134, 0.121, 0.082, 0.121, -0.100, -0.149, 0.120, 0.003, -0.371, 0.040, 0.119, 0.087, 0.126],
  "total_charge": 2,
  "e_homo_ev": [-13.8, -13.9],
  "multiplicity": 5
}

***

(2)
{
  "formula": "H14O7",
  "method": "wB97M-V/def2-TZVPD",
  "symbols": ["H", "H", "O", "H", "O", "H", "O", "H", "H", "H", "H", "H", "H", "H", "H", "O", "O", "H", "O", "H", "O"],
  "positions_angstrom": [[1.704, 1.239, 1.431], [4.022, -1.534, -0.563], [-4.451, -2.197, 0.078], [-0.079, -0.083, -0.519], [1.837, -2.050, 1.015], [-4.408, -1.459, -0.550], [2.011, 0.464, 0.838], [2.226, -2.879, 1.260], [-0.290, 3.550, 0.635], [4.569, -0.147, -0.634], [2.488, -1.516, 0.441], [-3.151, 0.295, -0.061], [-1.345, -0.039, -1.248], [-3.774, 1.759, 0.109], [0.379, 3.288, -0.752], [-3.024, 1.113, 0.374], [0.332, 3.923, 0.022], [2.017, 0.699, -0.058], [4.784, -1.108, -0.703], [-5.133, -2.658, -0.295], [-0.714, -0.659, -0.821]],
  "forces_ev_per_angstrom": [[0.8, -1.8, -1.9], [-4.4, -2.7, 0.7], [2.5, 2.5, 0.7], [2.5, 1.8, 1.6], [0.9, 1.5, -1.5], [0.3, -0.1, 0.4], [-0.6, 1.3, 3.3], [0.6, -0.6, -0.1], [-0.6, -0.4, 0.3], [0.3, -1.2, 0.0], [-1.6, -1.6, 2.0], [-0.4, -1.3, -0.6], [0.5, -0.7, 0.3], [1.9, -2.0, 0.6], [-0.3, 1.2, 1.5], [-1.3, 3.3, 0.1], [0.8, -0.8, -1.8], [-0.1, 1.3, -1.8], [4.2, 3.8, -0.8], [-2.9, -2.4, -1.2], [-3.0, -1.1, -1.9]],
  "lowdin_charge": [0.115, -0.074, -0.010, -0.049, -0.080, 0.035, -0.061, 0.023, 0.013, 0.066, 0.033, -0.032, 0.042, 0.099, 0.062, -0.069, -0.072, -0.002, -0.002, -0.019, -0.018],
  "total_charge": 0,
  "e_homo_ev": -11.0,
  "smiles": "O.O.O.O.O.O.O"
}

***

The following energy relative to the best compared isomer or geometry (same formula, charge and spin) values (in eV) correspond, in order, to the records above: 0.000; 3.541.
The following largest force on an atom values (in eV/A) correspond, in order, to the records above: 0.81; 5.75.